No. 1
The following is a DFT calculation (ωB97M-V with the def2-TZVPD basis set) of a cluster of 2 separate species, C5H18Si3 in total in a non-equilibrium geometry.

Summary:
**Kohn-Sham gap**: 7.58 eV
**E_tot**: -29107.0905 eV
**LUMO**: -0.754 eV
**2S+1**: 1
**Relative energy (zero: lowest compared OMol25 entry of this formula, charge and spin)**: 14.10 kcal/mol

```
26
Properties=species:S:1:pos:R:3:forces:R:3
C -0.878203 -1.793283 -2.333658 0.4960 1.0918 0.0920
C -1.097194 1.924634 -0.406883 -0.3392 -3.8718 -1.6462
C 1.103678 2.252680 1.669096 -1.2916 -0.2391 0.7692
C 1.784473 0.408312 -0.604048 0.6954 -0.0194 1.1383
C -0.577424 -0.419598 1.652380 0.7993 1.6297 -0.6467
Si 0.506885 -1.934907 1.809592 -1.4787 0.1981 0.9688
Si -2.710759 -2.245377 -2.471376 -0.3592 0.4092 -0.6808
Si 0.294761 0.967741 0.531239 0.0344 -0.1947 -0.3489
H -0.108387 -2.262741 -2.958442 -0.3538 -0.2588 -0.0468
H -0.877888 -0.754237 -2.694049 0.1817 0.0417 0.0798
H -0.453012 -1.745416 -1.310694 -0.4647 -0.4102 -0.3717
H -1.359828 2.646121 0.285522 -1.0671 1.6170 1.1602
H -0.936835 2.335402 -1.405892 0.4603 0.1824 0.2866
H -1.962337 1.154248 -0.597000 1.2977 1.5130 0.6582
H 0.406095 3.127002 1.810507 0.8122 -0.8367 0.0568
H 1.399176 1.824749 2.647744 -0.3652 0.2626 -0.3621
H 2.011375 2.576445 1.223714 0.7967 0.5741 -0.5259
H 2.625984 -0.050966 -0.018426 -0.4350 1.2491 0.3053
H 1.798744 -0.406136 -1.279440 -1.3141 -0.9178 -1.1880
H 2.165678 1.249527 -1.212482 -0.1292 -0.1021 0.6022
H -0.894138 0.094694 2.607423 0.5153 -0.7338 -0.8996
H -1.471963 -0.738970 1.136770 -0.4562 -0.0127 -0.1550
H 0.201370 -2.907954 0.735173 -0.0423 -0.0386 0.1493
H 0.209691 -2.388651 3.196648 0.1943 -0.5400 -0.2485
H 1.885086 -1.618433 1.743631 1.3241 0.2480 -0.0801
H -3.065028 -1.294884 -3.757049 0.4892 -0.8409 0.9335
```
Positions in Å, forces in eV/Å.

---

No. 2
The following is a DFT calculation (ωB97M-V with the def2-TZVPD basis set) of a cluster of 10 separate species, BH24NO8 in total in a non-equilibrium geometry.

Summary:
**Kohn-Sham gap**: 6.38 eV
**E_tot**: -18928.8544 eV
**LUMO**: -0.588 eV
**2S+1**: 1
**Relative energy (zero: lowest compared OMol25 entry of this formula, charge and spin)**: 57.15 kcal/mol

```
34
Properties=species:S:1:pos:R:3:forces:R:3
N -0.429468 0.190256 0.051599 12.8164 -0.6362 -5.0303
H 0.308856 -0.361362 -0.731804 -2.9800 1.2039 3.7060
H 0.058350 0.553199 0.889603 1.6528 1.0841 -1.0829
H -0.936768 -0.138054 0.662343 -7.7378 -8.1119 7.0765
H -0.982564 0.801359 -0.302017 -3.9191 5.7699 -3.7759
B -0.638149 -2.037072 3.048698 0.0440 -0.7302 1.4103
H -0.683894 -3.109076 2.463746 0.3278 -0.0127 -0.0003
H -1.714708 -1.561146 2.894231 -0.8773 0.9302 -0.5450
H -0.662973 -2.230566 4.349512 0.4907 0.2326 -1.3210
H 0.308536 -1.330362 2.660179 -0.0050 0.1567 -0.0049
O 0.678515 1.729857 -3.180405 0.0676 -2.1709 1.9373
H 1.311580 1.031122 -2.748978 -1.1721 2.1332 -1.0515
H 1.185112 2.241901 -3.782293 0.8420 0.5416 -0.7565
O 0.085539 -2.769780 -0.598393 -1.8021 2.2734 1.0281
H -0.816095 -2.223145 -0.772025 2.8878 -2.6196 -0.2938
H 0.608667 -3.104311 -1.311154 -0.2736 -0.0121 -1.0397
O 0.242174 2.332655 2.847010 2.7864 -0.6804 -2.9480
H 0.194195 2.486035 3.765552 0.0144 0.0837 1.7463
H 1.229418 2.122208 2.639368 -2.7105 0.5062 1.0433
O -3.692858 0.892165 -0.847426 0.7440 -0.7432 1.0890
H -4.312035 0.265777 -1.221776 -0.2635 0.4602 -0.3402
H -3.610850 1.686593 -1.354110 -0.4426 0.4297 -0.7839
O -2.313956 -2.004424 -0.820006 -5.5918 1.1163 -2.5897
H -3.055529 -2.540424 -0.403252 1.9102 0.4741 0.0963
H -2.960692 -1.576164 -1.579343 3.0275 -1.2156 2.5225
O 1.571803 2.360408 -0.212116 -0.0011 0.1929 1.2345
H 1.347708 2.933342 -0.918788 -0.2916 0.4405 -1.9498
H 1.402519 2.986046 0.503636 0.1244 -0.3205 0.5808
O 2.710880 0.191097 -2.415091 -0.9960 -0.9635 -3.3266
H 2.473212 -0.330828 -3.295521 1.1522 1.1804 3.0616
H 2.958346 -0.410410 -1.716630 0.1187 -0.9207 0.2149
O 2.748266 -0.058192 0.401093 0.4420 0.1768 -4.5307
H 2.747393 0.738624 -0.222784 -0.1000 -1.1789 1.9587
H 2.639471 0.242673 1.257341 -0.2850 0.9302 2.6646
```
Positions in Å, forces in eV/Å.

---

No. 3
The following is a DFT calculation (ωB97M-V with the def2-TZVPD basis set) of the molecule C4H5NO.

Summary:
**Kohn-Sham gap**: 9.70 eV
**E_tot**: -7762.8775 eV
**LUMO**: -0.583 eV
**2S+1**: 1
**Relative energy (zero: lowest compared OMol25 entry of this formula, charge and spin)**: 84.15 kcal/mol

```
11
Properties=species:S:1:pos:R:3:forces:R:3
O -2.110600 0.187188 -0.681707 0.1409 0.0658 0.3321
C -1.625867 0.471100 0.394758 -0.0363 -0.0082 -0.1272
N -0.290861 0.619410 0.617769 -0.1087 -0.0744 0.0314
C 0.671158 0.318258 -0.416618 0.0906 0.2288 -0.1075
C 2.193626 -1.408304 0.256888 -0.5496 0.0781 -0.4608
C 1.111681 -1.149501 -0.416310 0.4985 -0.1722 0.3434
H -2.230936 0.662074 1.299764 0.0372 -0.0457 -0.1266
H 0.036995 0.688083 1.569852 -0.0987 0.0105 -0.1160
H 0.195675 0.527776 -1.374998 0.0982 -0.0089 0.0733
H 1.534808 0.978016 -0.311471 -0.1173 -0.1097 0.0192
H 0.514324 -1.894102 -0.937925 0.0452 0.0358 0.1389
```
Positions in Å, forces in eV/Å.

---

No. 4
The following is a DFT calculation (ωB97M-V with the def2-TZVPD basis set) of a cluster of 2 separate species, C5H15NO in total in a non-equilibrium geometry.

Summary:
**⟨S²⟩**: 0.75
**Total charge**: -1
**Kohn-Sham gap (alpha / beta)**: 2.08 / 9.36 eV
**E_tot**: -8962.4665 eV
**LUMO (alpha / beta)**: 3.268 / 3.138 eV
**2S+1**: 2
**Relative energy (zero: lowest compared OMol25 entry of this formula, charge and spin)**: 55.60 kcal/mol

```
22
Properties=species:S:1:pos:R:3:forces:R:3
C 1.712744 -2.973237 0.311370 -2.9371 -0.9590 -1.7726
N 1.092433 -1.902511 -0.631590 0.4925 0.2264 0.5885
C -0.149792 1.822371 0.122804 -2.1418 -2.9100 -0.9449
C 0.412984 0.555840 -0.639005 1.4603 1.3899 0.5086
C 0.446859 -0.754488 0.117655 3.7187 -0.9799 1.7293
C -0.841899 -1.169549 0.761370 -1.8814 -1.2651 2.0648
H 2.795037 -2.856202 0.366336 -0.2010 -0.0627 -0.0525
H 1.388469 -4.110893 0.025296 1.0199 2.7648 0.2387
H 1.211954 -2.841628 1.272536 0.4952 0.0054 0.2625
H 0.371239 -2.198542 -1.271222 0.1902 -1.0009 -0.0424
H -0.076501 2.671761 -0.493585 -0.0763 0.9420 -0.8801
H 0.140238 2.097414 1.070487 2.2525 0.1963 2.1155
H -1.199444 1.638645 0.469234 0.1874 0.2079 -1.2735
H -0.226395 0.310143 -1.431315 -1.2262 0.3526 -1.6170
H 1.409771 0.855696 -1.137914 -1.2579 -0.8818 1.0450
H 1.285176 -0.612685 0.913854 -1.7521 -0.0434 -0.5686
H -1.847739 -1.066215 0.308286 0.8826 -0.0561 -1.1038
H -0.893846 -2.240802 1.232234 0.6128 1.7575 -0.9488
H -1.050797 -0.506998 1.592094 0.3186 0.2034 0.6487
H -2.583295 5.032206 -0.859781 1.7262 -2.0670 -0.7970
H -1.340791 4.000611 -0.787325 1.8090 -0.2554 1.9753
O -2.056403 4.249056 -1.311820 -3.6918 2.4352 -1.1756
```
Positions in Å, forces in eV/Å.